C31H33N7O2SSr as an isolated structure in a non-equilibrium geometry, computed with ωB97M-V/def2-TZVPD.

Geometry as ORCA input:
```
! RIJCOSX wB97M-V def2-TZVPD def2/J DEFGRID3
* xyz 0 1
Sr 0.10 0.03 -0.58
O -0.33 -3.96 -0.87
C 0.43 -2.98 -0.83
N 0.69 -2.03 -1.71
C 0.34 -2.03 -3.08
C 0.55 -3.17 -3.85
C 0.45 -3.14 -5.24
C 0.15 -1.94 -5.87
C -0.08 -0.79 -5.12
C -0.03 -0.81 -3.73
N -0.42 0.27 -2.92
C -0.81 1.47 -3.34
O -0.67 2.03 -4.43
C -1.70 2.22 -2.31
C -2.32 3.40 -2.71
C -3.29 3.97 -1.91
C -3.63 3.34 -0.72
C -2.96 2.18 -0.38
N -2.01 1.64 -1.14
C 1.32 -2.82 0.42
C 1.79 -3.99 1.01
C 2.78 -3.92 1.97
C 3.26 -2.68 2.34
C 2.70 -1.56 1.76
N 1.74 -1.61 0.84
H 0.81 -4.09 -3.34
H 0.61 -4.04 -5.81
H 0.09 -1.90 -6.95
H -0.32 0.14 -5.61
H -2.04 3.81 -3.67
H -3.78 4.88 -2.22
H -4.40 3.73 -0.07
H -3.19 1.66 0.54
H 1.38 -4.93 0.66
H 3.17 -4.82 2.42
H 4.05 -2.57 3.07
H 3.02 -0.57 2.06
C -2.54 3.47 3.85
C -1.55 3.19 2.77
C -0.85 4.03 1.93
C -0.06 3.18 1.13
N -0.26 1.91 1.45
N -1.17 1.94 2.44
C 0.87 3.54 0.02
H -2.67 4.54 3.96
H -2.20 3.07 4.80
H -3.51 3.03 3.62
H -0.89 5.10 1.90
H -1.50 1.08 2.85
H 1.18 4.59 0.09
H 0.40 3.41 -0.96
H 1.78 2.93 0.05
C -2.41 -2.74 1.60
S -2.47 -1.14 0.77
C -2.78 -1.73 -0.92
H -3.34 -3.28 1.40
H -2.32 -2.57 2.67
H -1.57 -3.33 1.23
H -2.00 -2.41 -1.25
H -2.84 -0.86 -1.57
H -3.74 -2.25 -0.93
N 0.65 -0.28 3.71
C 0.46 -0.02 5.06
C 1.25 0.93 5.72
C 1.08 1.16 7.08
C 0.12 0.47 7.80
C -0.67 -0.47 7.15
C -0.50 -0.71 5.80
H 1.04 0.47 3.16
H -0.09 -0.77 3.24
H 2.00 1.48 5.16
H 1.70 1.90 7.57
H -0.01 0.65 8.86
H -1.42 -1.02 7.70
H -1.12 -1.46 5.30
*
```

Calculated values
Calculated total energy in Ha: -2163.9087
Energy relative to the best compared isomer or geometry (same formula, charge and spin) in kcal/mol: 18.7
Strongest force on any atom in Eh/bohr: 0.0219
E_HOMO in eV: -6.59
Frontier orbital gap in hartree: 0.244
Lowest unoccupied orbital energy in hartree: 0.00178